Computed, not measured: 2 unconnected molecules or ions with the total composition C6H15O2, with ωB97M-V/def2-TZVPD.

Structure (XYZ):
```
23
Properties=species:S:1:pos:R:3:forces:R:3
H -2.08031 -1.28493 5.17561 -0.8066 -0.3844 0.0885
C -3.10869 -1.87114 5.22751 -1.6643 -0.5495 0.5276
C -3.88417 -1.88074 3.86740 0.2286 1.4990 0.1763
C -4.22672 -0.36129 3.48579 0.1037 -0.7017 0.1035
C -3.03217 -2.50834 2.71667 -0.3442 0.3943 0.5318
O -5.10511 -2.68404 4.00617 1.5699 -0.0342 -0.9849
C -6.10247 -2.29108 4.90844 0.3356 0.5188 0.6180
C -7.26701 -3.26267 4.80329 0.6702 0.2082 -0.3548
H -2.93000 -2.91112 5.54678 0.3681 0.3552 -0.1857
H -3.75234 -1.42065 6.03276 0.7963 -0.0566 -0.7403
H -4.82523 -0.38335 2.53742 0.5479 0.2184 0.7804
H -4.83984 0.13227 4.29587 0.7509 -0.4592 -0.8685
H -3.25890 0.21751 3.33647 -1.2592 -0.7582 0.1810
H -3.61614 -2.42874 1.77711 0.4203 -0.1321 0.4656
H -2.05767 -1.95620 2.61498 -1.0275 -0.5247 0.1307
H -2.82718 -3.57127 2.93981 -0.0957 0.4760 -0.1460
H -5.67905 -2.27158 5.92502 -0.2988 -0.1177 -0.0126
H -6.40251 -1.26204 4.68320 -0.3172 -0.0611 0.0351
H -8.02448 -3.00218 5.52484 -0.3269 0.1222 0.2545
H -7.68562 -3.15893 3.79253 0.0417 -0.4451 0.2957
H -6.91492 -4.28153 5.02616 -0.2186 0.2914 -0.3533
O -0.92648 -0.90014 4.51730 2.9165 1.6226 0.1925
H -0.17604 -0.35796 5.00671 -2.3908 -1.4815 -0.7353
```
Forces are in eV/Å.

Its HOMO-LUMO gap (spin up / spin down) is 0.3787 / 0.2724 Eh. For the total energy, the calculation gives -387.9499 Eh. Its net charge is 0. Its HOMO energy (spin up / spin down) is -9.571 / -9.548 eV. As for the maximum force: 3.3 eV Å⁻¹. As for the spin multiplicity: 2. The energy above the lowest of the compared OMol25 structures with the same formula, charge and spin is 1.448 eV.

Results of the Löwdin charge analysis, in e, for atoms 1 through 5:
1. H 0.022
2. C -0.018
3. C -0.547
4. C -0.038
5. C -0.030

=====

Computed, not measured: a molecular structure, C30H30Br4CrN3O2, with ωB97M-V/def2-TZVPD.

Structure (XYZ):
```
70
Properties=species:S:1:pos:R:3:forces:R:3
Cr 0.49405 -0.65847 0.18583 0.1479 -0.0753 -0.0362
C -0.57936 4.45610 1.90794 0.0114 0.0497 0.0223
C -0.64758 3.04567 2.48821 0.0068 -0.0064 -0.0397
C -1.85319 2.25547 2.02496 0.0039 -0.0549 -0.0226
C -3.09197 2.88817 1.95519 -0.0184 0.0442 0.0030
C -4.21736 2.22715 1.50029 -0.0163 0.0133 0.0003
C -4.11681 0.90710 1.09656 0.0409 -0.0192 -0.0233
C -2.90580 0.22746 1.15511 -0.0561 0.0583 0.0347
C -2.87050 -1.22512 0.76079 -0.0052 -0.0162 0.0012
C -2.81880 -2.17203 1.95829 0.0141 0.0105 0.0352
C -1.77653 0.90530 1.64037 -0.0154 -0.0285 -0.0028
N -0.53191 0.20815 1.71178 -0.2217 -0.0079 0.0669
C 0.11786 0.16334 2.83876 -0.0257 0.0384 -0.0346
C 1.42998 -0.34269 2.83307 0.0434 0.0227 -0.0393
C 2.41249 -0.54117 3.80825 -0.0068 -0.0234 0.0157
C 3.52198 -1.04688 3.13505 0.0177 0.0133 0.0387
C 3.16788 -1.13415 1.78130 -0.0244 -0.0025 -0.0294
N 1.91878 -0.70110 1.59595 0.0563 0.0212 0.0922
H 0.36000 4.93285 2.19331 -0.0137 -0.0078 -0.0090
H -1.39020 5.09364 2.26218 0.0166 -0.0128 0.0003
H -0.62031 4.42370 0.81835 -0.0072 -0.0040 0.0160
H -0.64215 3.10207 3.58157 -0.0077 -0.0027 0.0073
H 0.26120 2.52036 2.20309 0.0348 -0.0097 -0.0006
H -3.17418 3.92497 2.25648 0.0085 -0.0272 -0.0003
H -5.16982 2.74059 1.45740 0.0102 -0.0051 0.0015
H -4.99264 0.38033 0.73561 0.0073 -0.0008 0.0031
H -2.02316 -1.42573 0.10793 0.0278 0.0152 -0.0200
H -3.75993 -1.43591 0.16272 -0.0095 -0.0059 0.0156
H -1.89889 -2.03341 2.52696 -0.0209 -0.0149 -0.0165
H -2.84208 -3.21048 1.62662 -0.0013 -0.0038 0.0054
H -3.66984 -2.00063 2.62101 0.0059 -0.0035 -0.0131
H -0.34369 0.53680 3.74970 0.0020 0.0060 0.0109
H 2.31602 -0.34548 4.86501 0.0011 -0.0019 -0.0214
H 4.47178 -1.32635 3.56157 -0.0113 0.0036 -0.0099
H 3.76513 -1.49294 0.95617 0.0004 0.0016 0.0073
Br -2.30063 -5.57603 -3.81379 -0.0056 0.0015 -0.0103
C -1.51089 -4.65335 -2.37030 0.0229 0.0187 0.0278
C -1.32705 -5.27986 -1.14330 -0.0035 -0.0016 -0.0033
Br -1.86142 -7.07152 -0.89808 0.0027 -0.0005 0.0076
C -0.74975 -4.58049 -0.08123 0.0335 0.0453 0.0250
Br -0.46666 -5.35497 1.61175 -0.0052 0.0131 -0.0026
C -0.35060 -3.25359 -0.23382 -0.0627 -0.0567 -0.0417
O 0.16729 -2.52331 0.71837 0.0177 0.0679 -0.0965
C -0.51646 -2.61920 -1.48889 0.0513 -0.0034 0.0603
O -0.08843 -1.34694 -1.54377 -0.1385 -0.1039 -0.0054
C -1.10031 -3.32303 -2.52725 -0.0116 0.0049 -0.0279
Br -1.34910 -2.43259 -4.18035 0.0159 0.0476 -0.0009
C -1.04223 1.25799 -4.84586 -0.0055 -0.0135 0.0485
N -0.03623 1.44214 -3.77165 0.0262 -0.0087 -0.0552
C 1.05727 0.42824 -3.83672 0.0066 0.0270 -0.0364
C -0.67643 1.49011 -2.39427 -0.0502 0.0318 -0.0146
C 0.32056 2.08847 -1.44517 -0.0466 0.0689 0.0401
C 0.61154 3.44347 -1.65608 0.0059 -0.0188 -0.0273
C 1.61710 4.07267 -0.94802 -0.0223 -0.0092 0.0053
C 2.31054 3.33290 0.00075 -0.0038 0.0306 -0.0050
C 1.97701 2.00771 0.23589 0.0396 -0.0792 -0.0243
C 0.97444 1.31424 -0.47655 0.1548 0.0121 0.0641
H -0.54016 1.22435 -5.80963 0.0017 -0.0191 -0.0013
H -1.74461 2.08764 -4.81405 0.0149 0.0097 -0.0093
H -1.56605 0.32531 -4.65914 0.0039 -0.0366 -0.0151
H 0.40453 2.35511 -3.89019 -0.0154 0.0265 0.0107
H 0.61488 -0.55640 -3.72899 -0.0025 0.0000 0.0257
H 1.73795 0.61572 -3.01072 0.0054 -0.0058 -0.0094
H 1.56542 0.53442 -4.79261 0.0031 -0.0039 -0.0066
H -0.95043 0.46728 -2.14666 -0.0192 0.0035 -0.0061
H -1.56516 2.11283 -2.51197 0.0008 -0.0062 0.0458
H 0.02601 4.01752 -2.37460 0.0132 -0.0115 0.0115
H 1.84025 5.11900 -1.11353 -0.0006 -0.0078 -0.0024
H 3.10453 3.79708 0.57411 -0.0039 -0.0057 -0.0004
H 2.53216 1.48470 1.00611 -0.0186 0.0198 -0.0295
```
Forces are in eV/Å.

Its HOMO-LUMO gap (spin up / spin down) is 0.2644 / 0.2662 Eh. For the total energy, the calculation gives -12816.4952 Eh. Its net charge is 0. Its HOMO energy (spin up / spin down) is -7.321 / -7.371 eV. As for the maximum force: 0.2 eV Å⁻¹. As for the spin multiplicity: 4. The energy above the lowest of the compared OMol25 structures with the same formula, charge and spin is 0.297 eV.

Results of the Löwdin charge analysis, in e, for atoms 1 through 5:
1. Cr 0.948
2. C -0.091
3. C -0.190
4. C -0.149
5. C -0.044

=====

Which value of maximum force does entry 2 give?
0.2 eV Å⁻¹